Entry 1:
Molecular formula: C35H55CdN4OP2
Method: DFT, ωB97M-V/def2-TZVPD

Calculated values
Energy relative to the best compared isomer or geometry (same formula, charge and spin) in kcal per mole: 5.59
Total charge: +1
2S+1: 1
HOMO-LUMO gap in eV: 5.3
Highest occupied orbital energy in eV: -8.71
Max |F| in eV Å⁻¹: 3.5

Last column: Löwdin charge in e.
Cartesian coordinates (Å):
C: -0.86 -2.47 -1.35  -0.380
C: 1.40 -1.96 -0.96  -0.363
C: -0.53 -3.57 -2.13  -0.074
C: 1.78 -3.16 -1.64  -0.047
C: 0.81 -3.96 -2.21  -0.071
H: -1.33 -4.13 -2.60  0.107
H: 2.84 -3.39 -1.72  0.110
H: 1.08 -4.87 -2.75  0.111
N: 0.06 -1.77 -0.68  -0.033
P: -2.82 -1.04 0.15  1.044
P: 2.67 0.61 -0.05  1.040
C: -2.33 -2.04 -1.31  -0.273
H: -2.55 -1.45 -2.21  0.078
H: -2.97 -2.93 -1.38  0.077
C: 0.82 1.91 1.01  -0.314
O: 0.87 3.07 1.04  0.009
C: 2.43 -1.01 -0.70  -0.304
H: 3.42 -1.48 -0.87  0.060
C: 3.80 1.34 -1.44  -0.631
C: 3.69 0.54 1.54  -0.685
C: -4.05 0.31 -0.41  -0.693
C: -3.50 -2.37 1.30  -0.694
C: 3.33 2.79 -1.56  -0.104
H: 3.56 3.40 -0.68  0.088
H: 3.81 3.26 -2.44  0.095
H: 2.24 2.82 -1.72  0.026
C: 5.32 1.28 -1.23  -0.088
H: 5.68 1.77 -0.32  0.058
H: 5.69 0.25 -1.26  0.082
H: 5.79 1.81 -2.07  0.096
C: 3.51 0.58 -2.73  -0.116
H: 3.99 1.10 -3.57  0.094
H: 3.91 -0.44 -2.71  0.084
H: 2.44 0.52 -2.92  0.038
C: 4.21 1.96 1.88  -0.080
H: 3.38 2.67 1.99  0.074
H: 4.73 1.89 2.84  0.092
H: 4.91 2.36 1.14  0.056
C: 2.76 0.12 2.69  -0.121
H: 1.87 0.76 2.74  0.024
H: 2.43 -0.92 2.60  0.074
H: 3.31 0.23 3.64  0.097
C: 4.81 -0.49 1.43  -0.090
H: 5.55 -0.24 0.67  0.057
H: 5.32 -0.53 2.40  0.091
H: 4.40 -1.48 1.22  0.077
C: -3.91 -1.70 2.62  -0.089
H: -4.24 -2.49 3.31  0.096
H: -3.06 -1.18 3.08  0.056
H: -4.74 -0.99 2.50  0.071
C: -2.38 -3.39 1.57  -0.080
H: -2.07 -3.93 0.66  0.086
H: -1.49 -2.91 2.00  0.041
H: -2.75 -4.12 2.29  0.101
C: -4.69 -3.13 0.69  -0.078
H: -5.00 -3.90 1.41  0.099
H: -5.56 -2.49 0.50  0.059
H: -4.43 -3.65 -0.25  0.079
C: -3.81 0.66 -1.88  -0.107
H: -4.15 -0.14 -2.56  0.089
H: -4.40 1.56 -2.13  0.101
H: -2.76 0.88 -2.09  0.042
C: -3.78 1.55 0.47  -0.119
H: -2.77 1.96 0.30  0.054
H: -4.51 2.33 0.20  0.093
H: -3.89 1.33 1.54  0.074
C: -5.51 -0.12 -0.23  -0.096
H: -5.77 -0.97 -0.88  0.087
H: -5.76 -0.35 0.81  0.069
H: -6.15 0.73 -0.53  0.097
Cd: -0.55 0.00 0.68  1.213
N: -0.05 0.91 -1.40  0.111
C: 0.43 1.42 -2.34  -0.101
C: 0.23 2.32 -3.57  -0.567
C: 1.28 2.04 -4.63  -0.056
C: -1.14 2.00 -4.17  -0.046
C: 0.30 3.78 -3.14  -0.034
H: 2.28 2.37 -4.32  0.071
H: 1.32 0.98 -4.88  0.102
H: 1.02 2.59 -5.55  0.102
H: -1.95 2.31 -3.50  0.076
H: -1.26 2.52 -5.13  0.103
H: -1.22 0.92 -4.35  0.100
H: 0.00 4.44 -3.97  0.106
H: -0.37 3.97 -2.29  0.098
H: 1.31 4.06 -2.84  0.072
N: -0.28 -0.57 8.38  0.193
C: -0.35 -0.48 7.22  -0.143
C: -0.45 -0.38 5.78  -0.198
C: -0.13 -1.48 4.98  0.017
C: -0.18 -1.34 3.60  -0.146
N: -0.58 -0.19 3.01  -0.060
C: -0.89 0.88 3.78  -0.125
C: -0.83 0.82 5.17  0.015
H: 0.16 -2.43 5.42  0.136
H: 0.10 -2.18 2.96  0.110
H: -1.17 1.80 3.28  0.113
H: -1.09 1.70 5.76  0.134

Entry 2:
Molecular formula: C35H55F6Ge2N6O4PSY
Method: DFT, ωB97M-V/def2-TZVPD

Calculated values
Energy relative to the best compared isomer or geometry (same formula, charge and spin) in kcal per mole: 87.74
Total charge: -2
2S+1: 2
HOMO-LUMO gap (alpha / beta) in eV: 5.6 / 5.1
Highest occupied orbital energy (alpha / beta) in eV: -1.71 / -1.14
Max |F| in eV Å⁻¹: 1.9

Last column: Mulliken spin population.
Cartesian coordinates (Å):
Y: 0.56 -0.74 1.28  -0.626
C: -0.23 3.66 4.19  0.000
N: -1.31 2.70 4.36  0.000
C: -1.45 2.26 5.75  0.000
C: -2.19 0.94 5.64  0.000
N: -2.01 0.58 4.26  -0.001
C: -2.76 -0.52 3.71  -0.003
C: -1.46 1.58 3.52  -0.003
N: -1.20 1.45 2.26  -0.054
C: -1.05 2.66 1.46  0.025
C: -1.14 2.35 -0.02  0.015
N: -2.25 1.46 -0.32  -0.030
C: -3.48 1.78 -0.28  -0.020
N: -4.47 0.82 -0.39  0.000
C: -4.20 -0.60 -0.31  0.013
C: -5.78 1.34 -0.12  0.000
C: -5.57 2.82 -0.38  0.000
N: -4.15 3.02 -0.08  -0.001
C: -3.61 4.26 -0.62  -0.001
H: -0.24 4.32 5.05  0.000
H: -0.36 4.28 3.31  0.001
H: 0.75 3.17 4.14  0.001
H: -1.98 3.01 6.34  0.000
H: -0.46 2.10 6.19  0.000
H: -3.26 1.04 5.87  0.000
H: -1.78 0.17 6.31  0.000
H: -2.55 -0.61 2.65  -0.001
H: -3.83 -0.35 3.86  0.000
H: -2.47 -1.46 4.18  0.000
H: -0.09 3.15 1.63  -0.009
H: -1.85 3.38 1.70  0.001
H: -0.22 1.86 -0.32  0.042
H: -1.17 3.29 -0.56  -0.005
H: -3.13 -0.76 -0.25  -0.029
H: -4.60 -1.12 -1.18  -0.001
H: -4.66 -1.02 0.59  0.000
H: -6.08 1.16 0.92  0.000
H: -6.53 0.90 -0.77  0.000
H: -6.19 3.46 0.26  0.000
H: -5.79 3.07 -1.43  0.000
H: -4.40 5.00 -0.59  0.000
H: -3.29 4.15 -1.67  0.000
H: -2.78 4.64 -0.03  0.000
O: -1.24 -3.25 3.30  0.000
S: -0.74 -3.11 1.95  -0.015
O: -1.14 -4.18 1.07  0.002
O: -1.23 -1.78 1.34  0.025
O: 0.77 -2.88 1.96  -0.031
C: 4.62 -3.37 -0.60  0.001
C: 3.64 -2.38 0.04  -0.029
Ge: 1.75 -2.67 -0.55  -0.041
C: 1.62 -4.66 -0.40  -0.017
C: 1.78 -5.44 -1.71  -0.005
C: 1.89 -2.54 -2.52  -0.025
C: 1.02 -1.83 -3.25  -0.062
Ge: -0.09 -0.53 -2.17  -0.160
C: -1.73 -0.38 -3.30  -0.066
C: -2.40 -1.72 -3.62  0.005
C: 0.86 1.15 -2.82  -0.049
C: 2.39 1.08 -2.82  0.046
C: 0.95 -1.98 -4.73  0.001
C: 0.79 -3.25 -5.29  0.008
C: 0.70 -3.44 -6.67  -0.003
C: 0.77 -2.35 -7.53  0.000
C: 0.94 -1.07 -6.99  0.001
C: 1.03 -0.90 -5.61  0.002
H: 5.64 -3.22 -0.23  -0.003
H: 4.65 -3.26 -1.69  -0.001
H: 4.35 -4.41 -0.39  -0.001
H: 3.90 -1.36 -0.23  -0.032
H: 3.66 -2.46 1.13  0.023
H: 0.66 -4.89 0.05  0.002
H: 2.38 -4.96 0.32  -0.004
H: 1.04 -5.13 -2.45  0.001
H: 1.63 -6.52 -1.54  -0.003
H: 2.76 -5.31 -2.17  0.000
H: 2.64 -3.17 -3.03  0.002
H: -1.43 0.14 -4.22  -0.006
H: -2.43 0.28 -2.78  0.024
H: -1.77 -2.33 -4.29  0.001
H: -3.37 -1.60 -4.11  -0.001
H: -2.56 -2.32 -2.71  -0.001
H: 0.52 1.99 -2.21  -0.016
H: 0.48 1.34 -3.83  0.001
H: 2.77 0.85 -1.82  -0.009
H: 2.84 2.04 -3.13  0.002
H: 2.76 0.30 -3.49  0.005
H: 0.72 -4.10 -4.62  0.000
H: 0.57 -4.44 -7.07  0.000
H: 0.70 -2.48 -8.60  0.000
H: 1.00 -0.21 -7.65  -0.001
H: 1.17 0.10 -5.21  0.008
F: 0.36 -0.94 3.87  -0.005
P: 1.73 -0.25 4.42  -0.015
F: 2.06 -1.53 5.30  0.000
F: 0.90 0.42 5.63  0.001
F: 1.37 1.01 3.47  0.000
F: 2.50 -0.91 3.14  0.002
F: 3.07 0.48 4.88  0.000
C: 2.11 0.75 0.53  1.203
C: 3.17 1.60 0.94  0.127
C: 3.03 3.02 0.91  0.374
C: 4.04 3.87 1.32  -0.113
C: 5.27 3.36 1.75  0.212
C: 5.45 1.97 1.77  -0.111
C: 4.43 1.11 1.38  0.355
H: 2.08 3.43 0.57  0.028
H: 3.88 4.94 1.29  -0.005
H: 6.06 4.02 2.07  0.022
H: 6.39 1.56 2.10  -0.006
H: 4.58 0.04 1.42  0.033